Formula: C28H22AuN8O4
Source: the Open Molecules 2025 dataset
Level of theory: ωB97M-V/def2-TZVPD

The geometry in XYZ format:
```
63
Properties=species:S:1:pos:R:3:forces:R:3
Au 2.1245 1.2080 0.6942 0.79 0.75 -0.37
O 1.3084 -0.6494 -5.7067 -0.03 0.00 -0.10
C 1.3106 0.5461 -5.3934 0.04 0.00 0.02
O 1.0385 1.6071 -5.9618 -0.04 -0.03 -0.09
C 1.7178 0.7579 -3.9045 0.02 0.06 0.23
C 2.0465 -0.3411 -3.1118 0.08 -0.12 -0.11
C 2.2678 -0.1577 -1.7722 0.09 0.22 0.14
N 2.1982 1.0896 -1.2502 -0.58 -0.34 -0.46
C 1.8787 2.1682 -1.9823 0.08 -0.17 0.08
C 1.6484 2.0237 -3.3315 0.03 0.06 -0.14
C 1.7481 3.3844 -1.1756 -0.01 0.07 0.13
C 1.4891 4.6225 -1.7161 0.01 0.04 -0.07
C 1.3259 5.7110 -0.8717 -0.03 0.08 0.01
C 1.4369 5.5273 0.4914 0.02 0.04 0.00
C 1.7112 4.2646 0.9884 0.13 -0.04 -0.21
N 1.8677 3.2147 0.1717 -0.17 0.09 0.30
C 2.4975 -1.1977 -0.7596 -0.01 -0.04 0.11
C 2.6761 -2.5380 -1.0262 0.02 -0.06 -0.06
C 2.8135 -3.4225 0.0335 0.00 -0.06 0.06
C 2.7818 -2.9536 1.3376 0.01 -0.04 -0.06
C 2.6212 -1.5995 1.5568 0.05 -0.06 -0.21
N 2.4862 -0.7618 0.5253 -0.02 -0.39 0.30
H 2.0665 -1.3124 -3.5925 -0.03 0.04 -0.05
H 1.3726 2.8452 -3.9818 0.00 -0.03 -0.03
H 1.4163 4.7368 -2.7881 -0.03 -0.03 0.00
H 1.1087 6.6875 -1.2836 0.02 0.00 0.01
H 1.3169 6.3463 1.1857 0.00 -0.01 0.00
H 1.8015 4.0661 2.0442 -0.04 0.03 -0.09
H 2.7100 -2.8857 -2.0491 -0.04 0.02 0.00
H 2.9433 -4.4783 -0.1641 0.02 0.01 0.01
H 2.8847 -3.6198 2.1813 0.01 0.00 0.00
H 2.6107 -1.1536 2.5403 -0.03 0.02 -0.02
O 1.6331 2.8968 3.4656 -0.38 -0.16 0.27
C 2.2537 1.8737 3.5933 0.72 0.13 -0.49
O 2.5110 1.0045 2.6333 -0.31 0.14 0.74
H 2.7794 1.6087 4.5184 -0.21 -0.22 0.13
C -1.3661 0.1029 -1.5079 0.05 0.01 0.01
C -1.4385 0.4301 -0.0546 0.07 0.01 -0.01
N -0.4530 0.9022 0.6841 -0.26 0.07 0.23
C -0.9821 1.1036 1.9525 0.13 -0.07 -0.17
C -2.2854 0.7411 1.9662 -0.02 -0.02 0.00
N -2.5665 0.3111 0.6875 -0.20 0.06 -0.04
C -3.8528 -0.2192 0.2621 0.12 -0.05 0.14
N -4.1823 -1.3948 1.0173 -0.20 0.10 -0.08
N -5.3705 -1.4502 1.6832 0.11 -0.13 0.08
N -5.4825 -2.5835 2.2544 0.18 0.14 -0.16
C -4.3465 -3.3244 1.9739 -0.20 -0.16 0.18
C -3.9945 -4.6173 2.3703 0.00 -0.03 0.01
C -2.7823 -5.0997 1.9366 0.00 0.02 -0.02
C -1.9292 -4.3177 1.1286 -0.02 0.02 0.02
C -2.2624 -3.0411 0.7332 -0.04 -0.04 0.02
C -3.5031 -2.5654 1.1743 0.13 0.08 -0.09
H -0.4078 0.4324 -1.9041 -0.03 -0.02 0.02
H -2.1451 0.6148 -2.0735 0.00 0.00 -0.01
H -1.4662 -0.9673 -1.7002 0.00 0.00 0.00
H -0.3880 1.5049 2.7572 -0.04 0.02 -0.03
H -3.0304 0.7406 2.7437 0.00 -0.01 -0.01
H -3.8087 -0.4308 -0.8044 0.05 -0.02 -0.02
H -4.6440 0.5021 0.4532 -0.04 0.00 -0.02
H -4.6573 -5.2060 2.9897 0.00 0.01 -0.01
H -2.4734 -6.0984 2.2135 0.01 0.01 0.00
H -0.9850 -4.7403 0.8087 -0.01 0.00 -0.01
H -1.5994 -2.4497 0.1162 0.00 0.00 -0.01
```
Positions in Å, forces in eV/Å.

Calculated values
highest occupied orbital energy = -10.93 eV
total charge = +1

Mulliken atomic charge list, values in e, 2 entries: 1.1607, -0.6969